Entry 1:
Computed, not measured: C21H28N6O7Ru as an isolated structure, with ωB97M-V with the def2-TZVPD basis set.

Geometry as XYZ:
```
63
Properties=species:S:1:pos:R:3:mulliken_charge:R:1
Ru -0.098 0.077 0.043 0.7707
C -2.822 4.612 4.356 -0.8122
O -1.721 3.993 5.014 -0.4374
C -0.968 3.135 4.318 0.9378
C 0.092 2.545 5.051 -1.0559
C 0.897 1.640 4.439 -0.9544
C 0.722 1.269 3.076 0.0101
C 1.642 0.405 2.423 1.1049
C 2.866 -0.152 3.090 -1.3834
O 1.552 0.078 1.205 -0.4385
C -0.350 1.882 2.350 0.5684
O -0.623 1.648 1.099 -0.6060
C -1.180 2.818 2.993 -0.3985
H -3.295 5.243 5.101 0.2402
H -3.531 3.861 4.003 0.3422
H -2.478 5.222 3.520 0.3411
H 0.228 2.828 6.084 0.4579
H 1.705 1.207 5.008 0.2408
H 2.863 -0.056 4.169 0.4182
H 3.752 0.347 2.694 0.3145
H 2.936 -1.205 2.823 0.3231
H -1.980 3.247 2.410 0.5119
N 1.444 -0.023 -1.508 -0.2019
C 1.562 1.267 -2.213 0.5701
C 1.802 1.061 -3.717 -1.1056
C 1.412 2.181 -4.690 -0.6794
C 1.946 3.604 -4.481 -0.9716
N 3.295 3.706 -3.916 -0.1801
C 3.593 4.249 -2.735 0.7417
N 4.886 4.513 -2.462 -0.4286
N 2.656 4.522 -1.849 -0.2748
C 0.271 2.063 -1.929 0.7027
O 0.298 3.301 -2.038 -0.8892
O -0.729 1.353 -1.638 -0.7063
H 2.332 -0.364 -1.158 0.2350
H 1.032 -0.728 -2.114 0.2902
H 2.399 1.806 -1.765 0.2673
H 1.202 0.198 -4.017 0.4670
H 2.846 0.771 -3.865 0.3838
H 0.324 2.271 -4.707 0.3357
H 1.701 1.839 -5.686 0.5166
H 1.280 4.166 -3.835 0.4483
H 1.967 4.120 -5.441 0.4073
H 4.070 3.471 -4.514 0.2347
H 5.570 4.532 -3.197 0.1987
H 5.139 4.949 -1.593 0.2077
H 1.701 4.066 -1.892 0.1389
H 2.919 4.973 -0.989 0.2183
O -0.903 -1.199 1.466 -0.4376
N -1.487 -2.228 0.974 -0.2648
N -1.399 -2.364 -0.277 0.9878
O -0.708 -1.500 -1.041 -0.8749
C -2.024 -3.474 -0.940 0.3906
C -2.179 -3.410 -2.314 -0.3944
C -2.789 -4.475 -2.959 -0.5007
C -3.231 -5.572 -2.237 -0.5007
C -3.067 -5.611 -0.858 -0.5034
C -2.457 -4.562 -0.194 -0.3365
H -1.840 -2.541 -2.856 0.4183
H -2.920 -4.442 -4.032 0.3663
H -3.704 -6.401 -2.747 0.3906
H -3.408 -6.468 -0.294 0.3766
H -2.319 -4.582 0.877 0.4614
```

Its molar mass is 577.56 g/mol. Its spin multiplicity is 2. The total energy comes out at -1766.86383 hartree. Its total charge is +1. As for the expectation value of S²: 0.755. Its largest force on an atom is 0.57 eV/A. For the relative energy (zero: lowest compared OMol25 entry of this formula, charge and spin), the calculation gives 225.41 kJ/mol. The value obtained for the orbital gap (spin up / spin down) is 7.50 / 7.37 eV.


Entry 2:
Computed, not measured: a 7-piece molecular cluster, C21H28O21 overall at a distorted geometry, with ωB97M-V with the def2-TZVPD basis set.

Geometry as XYZ:
```
70
Properties=species:S:1:pos:R:3:mulliken_charge:R:1
C 4.785 -2.558 -0.948 -0.2918
C 4.655 -4.020 -1.179 -0.3380
O 3.382 -4.038 -1.886 -0.3549
C 2.658 -3.077 -1.417 0.5391
O 1.465 -2.982 -1.521 -0.5848
O 3.387 -2.229 -0.736 -0.1240
H 5.151 -2.096 -1.904 0.2302
H 5.199 -2.123 -0.027 0.2980
H 4.580 -4.615 -0.284 0.2511
H 5.425 -4.358 -1.901 0.3043
C 0.382 -3.741 -4.708 -0.4044
C -0.671 -3.758 -3.625 -0.1809
O -0.792 -2.383 -3.307 -0.3149
C 0.384 -1.794 -3.613 0.8000
O 0.704 -0.666 -3.337 -0.5830
O 1.124 -2.493 -4.422 -0.3881
H 0.013 -3.659 -5.739 0.3191
H 1.094 -4.605 -4.585 0.2451
H -0.414 -4.332 -2.683 0.0710
H -1.607 -4.104 -3.965 0.4235
C -2.348 4.787 0.666 -0.1444
C -1.504 6.041 0.438 -0.4093
O -1.323 6.007 -1.014 -0.4042
C -1.583 4.763 -1.483 0.5901
O -1.365 4.374 -2.579 -0.5261
O -2.166 3.998 -0.498 -0.2174
H -3.398 4.929 0.768 0.3865
H -2.001 4.319 1.606 0.1952
H -0.596 6.157 0.909 0.1965
H -2.008 6.942 0.722 0.3377
C 3.264 1.688 0.953 -0.1786
C 2.750 1.882 2.390 -0.2377
O 1.912 2.983 2.341 -0.3419
C 1.830 3.407 1.018 0.6809
O 1.163 4.319 0.648 -0.5368
O 2.630 2.712 0.197 -0.3271
H 3.184 0.740 0.492 0.1440
H 4.303 2.039 0.882 0.3229
H 3.586 2.031 3.097 0.2694
H 2.174 1.029 2.738 0.2176
C 0.926 -3.000 2.668 0.0015
C 0.123 -4.174 2.175 -0.2408
O 1.172 -5.016 1.533 -0.3324
C 2.326 -4.607 2.001 0.7327
O 3.386 -5.131 1.794 -0.6351
O 2.225 -3.544 2.778 -0.3548
H 0.709 -2.491 3.601 0.3036
H 1.030 -2.229 1.883 0.0291
H -0.512 -3.961 1.364 0.2522
H -0.350 -4.689 2.997 0.2693
C -1.801 1.170 -1.928 -0.2255
C -0.417 1.400 -1.268 0.1276
O -0.478 0.516 -0.116 -0.2162
C -1.703 -0.016 0.074 0.6179
O -2.053 -0.688 0.972 -0.6451
O -2.549 0.412 -0.880 -0.4628
H -1.754 0.547 -2.828 0.2093
H -2.403 2.038 -2.201 0.2490
H -0.193 2.455 -1.073 -0.0546
H 0.303 1.026 -1.903 0.3913
C -4.436 0.973 3.025 -0.1691
C -5.455 1.484 1.881 -0.1726
O -5.354 2.947 2.051 -0.3631
C -4.318 3.274 2.869 0.7653
O -3.899 4.365 3.042 -0.5520
O -3.793 2.177 3.475 -0.3588
H -3.750 0.234 2.595 0.0809
H -4.872 0.598 3.920 0.3338
H -6.451 1.160 2.098 0.2788
H -5.069 1.257 0.897 0.2065
```

Its molar mass is 616.43 g/mol. Its spin multiplicity is 1. The total energy comes out at -2397.08673 hartree. Its largest force on an atom is 3.27 eV/A. For the relative energy (zero: lowest compared OMol25 entry of this formula, charge and spin), the calculation gives 83.01 kJ/mol. The value obtained for the orbital gap is 10.93 eV.


Entry 3:
Computed, not measured: C21H29BN8O2RuS as an isolated structure at a distorted geometry, with ωB97M-V with the def2-TZVPD basis set.

Geometry as XYZ:
```
63
Properties=species:S:1:pos:R:3:mulliken_charge:R:1
Ru 0.385 0.081 -0.042 0.6855
B 0.477 -1.533 -3.141 -0.0653
N 0.841 -2.247 -1.849 1.1474
C 1.628 -3.339 -1.866 -0.3441
C 1.578 -3.939 -0.626 -0.7693
C 0.724 -3.123 0.115 -0.4198
N 0.290 -2.109 -0.639 -0.9264
N -0.426 -0.316 -2.958 1.0277
C -0.847 0.378 -4.028 -0.4518
C -1.766 1.319 -3.617 -0.9034
C -1.849 1.127 -2.239 -0.1938
N -1.040 0.133 -1.862 -0.7863
H -0.129 -2.317 -3.819 -0.1344
H 1.471 -1.206 -3.713 -0.0754
H 2.168 -3.621 -2.744 0.4795
H 2.082 -4.826 -0.300 0.4460
H 0.380 -3.280 1.120 0.4505
H -0.472 0.156 -5.005 0.5102
H -2.297 2.034 -4.212 0.4489
H -2.493 1.642 -1.552 0.3806
C 8.425 2.303 1.916 -1.5014
C 7.197 1.596 1.449 0.9456
C 6.004 1.682 2.164 -0.9386
C 4.864 1.048 1.707 -0.6861
C 4.927 0.316 0.536 -0.3148
C 6.099 0.204 -0.185 -0.1657
C 7.234 0.844 0.276 -0.8367
S 3.439 -0.416 -0.087 2.2531
O 2.786 -1.177 0.958 -0.8146
O 3.663 -1.068 -1.344 -0.7130
N 2.409 0.857 -0.262 -0.4268
C 2.348 1.672 -1.336 0.6199
C 3.403 1.962 -2.213 -0.3328
C 3.186 2.888 -3.213 -0.7002
C 1.948 3.521 -3.304 -0.7605
C 0.958 3.158 -2.405 -0.3119
N 1.137 2.252 -1.457 0.0909
H 8.363 2.539 2.974 0.3699
H 8.545 3.238 1.370 0.3013
H 9.304 1.693 1.728 0.3956
H 5.975 2.244 3.086 0.3724
H 3.930 1.097 2.246 0.4029
H 6.100 -0.399 -1.080 0.5747
H 8.160 0.758 -0.272 0.4096
H 4.344 1.453 -2.089 0.3748
H 3.975 3.126 -3.911 0.4543
H 1.754 4.282 -4.044 0.4365
H -0.018 3.624 -2.435 0.4293
N -1.179 1.678 0.991 -0.1958
C -1.639 1.757 2.378 -0.6452
C -0.540 1.384 3.370 -0.5947
C -0.334 -0.125 3.464 -0.7316
N 0.340 -0.638 2.278 0.0117
H -0.604 2.493 0.769 0.2157
H -1.982 1.674 0.366 0.1620
H -2.485 1.076 2.499 0.3682
H -1.990 2.772 2.605 0.3545
H -0.817 1.760 4.353 0.3525
H 0.398 1.864 3.078 0.2690
H -1.304 -0.620 3.558 0.3900
H 0.247 -0.350 4.369 0.3566
H 0.234 -1.647 2.222 0.0761
H 1.346 -0.463 2.335 0.1766
```

Its molar mass is 569.47 g/mol. Its spin multiplicity is 2. The total energy comes out at -1923.81004 hartree. Its total charge is +1. As for the expectation value of S²: 1.131. Its largest force on an atom is 3.43 eV/A. For the relative energy (zero: lowest compared OMol25 entry of this formula, charge and spin), the calculation gives 363.17 kJ/mol. The value obtained for the orbital gap (spin up / spin down) is 5.90 / 6.67 eV.


Entry 4:
Computed, not measured: C21H29BN8O4Ru as an isolated structure at a distorted geometry, with ωB97M-V with the def2-TZVPD basis set.

Geometry as XYZ:
```
64
Properties=species:S:1:pos:R:3:mulliken_charge:R:1
Ru -0.015 -0.111 -0.092 -0.5101
C 3.347 2.187 -0.026 -1.8991
C 3.270 0.696 -0.034 0.8279
C 4.430 -0.069 -0.042 -1.3473
C 4.028 -1.381 -0.040 0.7573
C 4.859 -2.623 -0.037 -1.4479
N 2.691 -1.389 -0.030 -0.0631
N 2.180 -0.108 -0.032 0.5446
B 1.792 -2.625 -0.018 -0.6977
N 0.899 -2.477 1.223 1.2127
N 0.350 -1.256 1.445 0.0220
C -0.450 -1.351 2.530 0.5642
C -1.263 -0.195 3.006 -1.4354
C -0.351 -2.633 3.032 -1.2624
C 0.500 -3.321 2.171 1.1111
C 0.942 -4.744 2.229 -1.4225
N 0.947 -2.541 -1.290 1.3317
N 0.406 -1.327 -1.580 -0.1794
C -0.354 -1.474 -2.688 0.6862
C -1.148 -0.343 -3.246 -1.3808
C -0.227 -2.772 -3.139 -1.3847
C 0.590 -3.423 -2.218 1.1634
C 1.048 -4.842 -2.201 -1.3598
H 4.398 2.464 0.015 0.4024
H 2.942 2.632 -0.935 0.4042
H 2.874 2.623 0.854 0.4515
H 5.440 0.304 -0.049 0.4587
H 5.910 -2.347 -0.092 0.3683
H 4.705 -3.203 0.872 0.2957
H 4.626 -3.264 -0.885 0.3055
H 2.408 -3.647 0.019 -0.0032
H -1.049 0.708 2.428 0.1951
H -2.325 -0.425 2.919 0.2274
H -1.043 0.029 4.049 0.4805
H -0.840 -3.029 3.906 0.4867
H 0.571 -5.204 3.142 0.4116
H 0.546 -5.301 1.380 0.2235
H 2.028 -4.825 2.213 0.2970
H -1.015 0.571 -2.665 0.1222
H -0.843 -0.128 -4.270 0.4524
H -2.209 -0.587 -3.247 0.2960
H -0.674 -3.203 -4.019 0.5111
H 0.711 -5.346 -3.103 0.4007
H 2.133 -4.911 -2.147 0.2778
H 0.633 -5.367 -1.340 0.2307
O -2.109 0.112 -0.262 -0.2166
C -2.786 1.292 0.109 -0.7677
C -1.833 2.438 0.098 0.4827
C -2.281 3.748 0.154 -0.9895
C -1.364 4.776 0.139 -0.4428
C -0.013 4.464 0.060 -0.8870
C 0.353 3.140 0.005 0.3693
N -0.528 2.122 0.026 0.7253
H -2.560 -0.704 0.223 0.2433
H -3.224 1.178 1.107 0.4008
H -3.604 1.483 -0.590 0.5226
H -3.344 3.944 0.206 0.5318
H -1.693 5.806 0.178 0.4390
H 0.745 5.233 0.038 0.5153
H 1.380 2.853 -0.065 -0.3009
O -2.701 -3.856 0.738 -0.6809
N -2.447 -2.708 0.491 0.9885
O -3.192 -1.745 0.869 -0.7598
O -1.460 -2.350 -0.189 -0.3002
```

Its molar mass is 569.40 g/mol. Its spin multiplicity is 2. The total energy comes out at -1676.12453 hartree. Its total charge is +1. As for the expectation value of S²: 0.760. Its largest force on an atom is 2.49 eV/A. For the relative energy (zero: lowest compared OMol25 entry of this formula, charge and spin), the calculation gives 218.90 kJ/mol. The value obtained for the orbital gap (spin up / spin down) is 7.65 / 7.50 eV.


Entry 5:
Computed, not measured: the molecule C21H29BrN4O2, with ωB97M-V with the def2-TZVPD basis set.

Geometry as XYZ:
```
57
Properties=species:S:1:pos:R:3:mulliken_charge:R:1
O 2.908 0.933 -1.909 -0.6794
C 3.306 0.209 -1.029 -0.0055
N 4.063 0.564 0.044 0.3380
C 4.332 -0.528 0.890 0.6991
O 4.998 -0.480 1.893 -0.6876
N 3.678 -1.592 0.372 0.1075
C 3.873 -2.961 0.775 -0.9179
C 4.588 -3.736 -0.333 -0.6229
H 4.631 -4.792 -0.064 0.3730
C 3.852 -3.553 -1.660 -0.6882
C 3.793 -2.071 -2.026 -0.8470
H 3.259 -1.914 -2.963 0.3033
H 4.808 -1.684 -2.142 0.3487
C 3.087 -1.295 -0.907 0.3899
H 2.016 -1.535 -0.908 0.1387
H 4.364 -4.104 -2.449 0.4015
H 2.838 -3.950 -1.574 0.3251
H 5.611 -3.366 -0.430 0.3105
H 4.457 -2.951 1.697 0.4815
H 2.894 -3.411 0.975 0.3288
C 4.494 1.910 0.359 -1.0986
C 3.302 2.811 0.674 -0.4017
C 2.540 2.362 1.921 -0.4656
C 1.090 2.851 1.872 -1.2506
N 0.444 2.421 0.645 0.6385
C -0.663 3.258 0.231 -0.8281
H -0.334 4.300 0.229 0.5445
C -1.096 2.860 -1.186 -0.9469
N -1.502 1.471 -1.212 0.0755
C -2.811 1.114 -0.973 1.1470
C -3.154 -0.039 -0.253 -0.0980
C -4.478 -0.401 -0.110 -0.3834
C -5.514 0.339 -0.645 -0.5078
C -5.180 1.480 -1.357 -0.7030
C -3.866 1.859 -1.525 -0.5542
H -3.653 2.737 -2.115 0.3771
H -5.965 2.077 -1.797 0.3736
H -6.540 0.037 -0.515 0.4153
Br -4.880 -1.986 0.884 -0.2277
H -2.401 -0.653 0.212 0.2757
C -0.400 0.647 -0.764 -1.4825
H -0.665 -0.408 -0.830 0.5641
C 0.036 1.030 0.654 -0.6293
H 0.882 0.409 0.956 0.3465
H -0.794 0.857 1.365 0.4872
H 0.438 0.836 -1.442 0.3404
H -1.903 3.511 -1.516 0.3711
H -0.245 2.976 -1.863 0.3511
H -1.531 3.166 0.911 0.2693
H 0.547 2.505 2.768 0.3647
H 1.091 3.943 1.881 0.4332
H 3.017 2.748 2.823 0.4679
H 2.556 1.274 1.990 0.1609
H 3.658 3.834 0.796 0.3753
H 2.618 2.785 -0.176 0.2810
H 5.045 2.307 -0.498 0.3860
H 5.164 1.821 1.219 0.4344
```

Its molar mass is 449.39 g/mol. Its spin multiplicity is 1. The total energy comes out at -3761.20189 hartree. Its largest force on an atom is 0.57 eV/A. For the relative energy (zero: lowest compared OMol25 entry of this formula, charge and spin), the calculation gives 0.00 kJ/mol. The value obtained for the orbital gap is 8.31 eV.


Entry 6:
Computed, not measured: C21H29Cl7N4O2P2Pb as an isolated structure, with ωB97M-V with the def2-TZVPD basis set.

Geometry as XYZ:
```
66
Properties=species:S:1:pos:R:3:mulliken_charge:R:1
Pb 0.024 -0.909 -0.867 1.1367
Cl 4.098 -6.555 2.149 -0.0972
C 3.392 -5.046 1.855 0.4458
C 3.294 -4.091 2.995 0.5526
Cl 3.915 -4.579 4.486 -0.0958
C 2.731 -2.871 2.856 -0.2097
Cl 2.616 -1.755 4.147 -0.1374
C 2.153 -2.468 1.588 -0.2031
O 1.572 -1.413 1.421 -0.1929
C 2.294 -3.440 0.386 0.5936
O 1.858 -3.093 -0.686 -0.6460
C 2.946 -4.727 0.624 -0.0839
Cl 3.094 -5.770 -0.713 -0.1162
C 4.011 -0.512 -1.488 -1.4171
P 2.560 0.453 -0.959 0.9001
C 3.189 1.457 0.430 -1.3219
C 2.436 1.692 -2.320 -1.1083
C 1.129 2.494 -2.282 -1.0198
P -0.379 1.442 -2.411 0.7324
C -1.702 2.641 -2.062 -1.3481
C -0.511 1.141 -4.203 -1.3712
H 4.845 0.160 -1.695 0.4687
H 3.768 -1.076 -2.388 0.3775
H 4.309 -1.219 -0.713 0.3600
H 4.107 1.967 0.137 0.5302
H 3.393 0.818 1.290 0.3229
H 2.444 2.201 0.718 0.2545
H 2.525 1.150 -3.266 0.4411
H 3.295 2.361 -2.242 0.5595
H 1.106 3.217 -3.101 0.5740
H 1.057 3.054 -1.345 0.3505
H -1.613 3.504 -2.723 0.4675
H -1.631 2.968 -1.025 0.2800
H -2.676 2.177 -2.215 0.3898
H -0.439 2.078 -4.755 0.4599
H -1.465 0.663 -4.423 0.3931
H 0.283 0.467 -4.528 0.3892
Cl -4.717 -1.994 -4.577 -0.0756
C -3.678 -3.208 -3.820 0.7422
Cl -3.207 -4.441 -4.973 -0.0610
Cl -4.483 -3.924 -2.418 -0.0807
C -2.474 -2.517 -3.333 -0.2521
N -1.554 -1.959 -2.938 -0.3268
C -0.950 2.449 3.893 -0.7789
C 0.146 2.414 2.847 -0.6632
N -0.177 1.409 1.835 0.6121
C -1.443 0.987 1.550 0.3388
N -1.572 0.041 0.640 -0.1268
C -2.909 -0.448 0.299 -0.5379
C -3.872 -0.287 1.457 -0.8366
C -3.849 1.168 1.882 -0.5992
N -2.474 1.565 2.190 0.1056
C -2.275 2.629 3.181 -0.5822
H -0.786 3.273 4.585 0.3868
H -0.959 1.515 4.459 0.2960
H 1.109 2.165 3.289 0.4239
H 0.233 3.397 2.376 0.2868
H 0.548 0.764 1.566 -0.4218
H -2.834 -1.499 0.005 0.3630
H -3.292 0.104 -0.569 0.1660
H -3.559 -0.917 2.291 0.3083
H -4.879 -0.580 1.163 0.4007
H -4.448 1.320 2.778 0.4314
H -4.259 1.806 1.092 0.2277
H -3.102 2.582 3.888 0.4106
H -2.310 3.606 2.690 0.2321
```

Its molar mass is 886.81 g/mol. Its spin multiplicity is 1. The total energy comes out at -5283.53765 hartree. Its total charge is +2. Its largest force on an atom is 0.57 eV/A. For the relative energy (zero: lowest compared OMol25 entry of this formula, charge and spin), the calculation gives 6.38 kJ/mol. The value obtained for the orbital gap is 6.54 eV.


- Which formula does entry 4 have?
  C21H29BN8O4Ru